## A
{"formula": "C3H11N2S", "method": "wB97M-V/def2-TZVPD", "gap_ev": 9.9, "lumo_ev": -3.2, "total_charge": 1, "species": ["C", "S", "H", "H", "H", "H", "C", "C", "N", "N", "H", "H", "H", "H", "H", "H", "H"], "positions_angstrom": [[-1.10, 1.44, 1.37], [-2.36, 0.45, 0.52], [-0.71, 2.18, 0.66], [-1.63, 2.00, 2.15], [-0.28, 0.85, 1.78], [-2.03, -0.68, 1.09], [2.17, -0.54, -0.43], [1.04, -0.88, -1.07], [0.13, 0.16, -1.56], [2.91, -1.40, 0.33], [2.60, 0.45, -0.48], [0.54, -1.82, -0.91], [-0.75, 0.22, -0.99], [0.51, 1.11, -1.48], [-0.22, 0.06, -2.51], [2.30, -2.17, 0.68], [3.42, -0.90, 1.06]], "lowdin_charge": [-0.447, 0.719, 0.025, 0.038, 0.039, -0.135, -0.192, -0.108, 0.138, 0.080, 0.130, 0.122, 0.020, 0.165, 0.163, 0.129, 0.115]}


## B
{"formula": "C3H11N2S", "method": "wB97M-V/def2-TZVPD", "gap_ev": 10.3, "lumo_ev": -3.2, "total_charge": 1, "species": ["C", "C", "C", "N", "N", "S", "H", "H", "H", "H", "H", "H", "H", "H", "H", "H", "H"], "positions_angstrom": [[3.11, 0.61, -0.15], [0.30, -0.93, -0.11], [1.75, 1.05, 0.19], [0.63, 0.45, 0.15], [-1.20, -0.86, 0.29], [-3.92, 0.46, -0.09], [3.30, -0.29, 0.25], [2.99, 0.35, -1.15], [3.82, 1.29, 0.14], [-4.92, -0.43, 0.13], [0.60, -1.02, -1.21], [0.94, -1.57, 0.43], [1.75, 2.05, 0.50], [-1.73, -1.60, -0.17], [-1.35, -1.17, 1.22], [-1.41, 0.08, 0.05], [-4.66, 1.53, -0.48]], "lowdin_charge": [-0.012, -0.130, -0.159, 0.000, 0.176, 0.527, 0.049, 0.086, 0.075, -0.178, 0.172, 0.116, 0.108, 0.152, 0.146, 0.038, -0.166]}


What should be chosen as the most stable of them? Choose A.


## A
{"formula": "C12H16N2", "method": "wB97M-V/def2-TZVPD", "gap_ev": 9.4, "lumo_ev": 0.8, "smiles": "Cc1c[nH]cn1.CCc1ccccc1", "species": ["C", "C", "C", "N", "C", "N", "H", "H", "H", "H", "H", "H", "C", "C", "C", "C", "C", "C", "C", "C", "H", "H", "H", "H", "H", "H", "H", "H", "H", "H"], "positions_angstrom": [[-2.12, -2.43, 1.87], [-2.08, -2.03, 0.41], [-1.26, -2.55, -0.54], [-1.55, -1.87, -1.73], [-2.45, -0.89, -1.35], [-2.83, -0.97, -0.11], [-1.30, -1.98, 2.43], [-1.92, -3.50, 1.86], [-3.04, -2.08, 2.32], [-0.59, -3.38, -0.50], [-0.76, -1.62, -2.29], [-2.83, -0.23, -2.11], [1.11, 2.40, -2.30], [0.27, 1.47, -1.45], [0.91, 1.23, -0.09], [1.51, -0.03, 0.09], [2.18, -0.29, 1.29], [2.27, 0.68, 2.26], [1.54, 1.83, 2.12], [0.80, 2.12, 0.98], [0.64, 2.68, -3.24], [2.05, 1.91, -2.61], [1.56, 3.24, -1.77], [-0.77, 1.77, -1.27], [0.14, 0.52, -1.96], [1.25, -0.83, -0.58], [2.68, -1.25, 1.41], [2.84, 0.48, 3.16], [1.51, 2.59, 2.90], [0.23, 3.02, 0.81]], "lowdin_charge": [-0.039, -0.347, -0.092, 0.039, -0.230, 0.110, 0.069, 0.071, 0.073, 0.112, 0.122, 0.115, -0.098, -0.224, -0.236, -0.039, -0.088, -0.110, -0.093, -0.034, 0.066, 0.080, 0.075, 0.109, 0.077, 0.091, 0.100, 0.103, 0.102, 0.116]}


## B
{"formula": "C12H16N2", "method": "wB97M-V/def2-TZVPD", "gap_ev": 9.3, "lumo_ev": 0.8, "smiles": "CCc1c[nH]cn1.Cc1ccccc1", "species": ["C", "C", "C", "C", "N", "C", "N", "H", "H", "H", "H", "H", "H", "H", "H", "C", "C", "C", "C", "C", "C", "C", "H", "H", "H", "H", "H", "H", "H", "H"], "positions_angstrom": [[2.05, -0.43, 0.30], [2.37, -1.09, 1.74], [1.22, -1.99, 2.05], [0.02, -1.78, 2.68], [-0.70, -2.96, 2.55], [0.10, -3.79, 1.83], [1.26, -3.27, 1.54], [2.88, -0.68, -0.38], [1.95, 0.69, 0.24], [1.25, -0.98, -0.22], [3.36, -1.50, 1.93], [2.12, -0.24, 2.37], [-0.26, -0.98, 3.32], [-1.58, -3.18, 2.99], [-0.15, -4.81, 1.52], [-2.17, 1.04, -3.36], [-1.43, 1.72, -2.22], [-0.13, 2.13, -2.42], [0.64, 2.34, -1.25], [0.05, 2.35, 0.00], [-1.29, 2.01, 0.19], [-1.99, 1.64, -0.92], [-2.95, 1.81, -3.71], [-2.86, 0.31, -2.97], [-1.53, 0.70, -4.14], [0.32, 2.05, -3.39], [1.64, 2.77, -1.35], [0.75, 2.60, 0.83], [-1.86, 2.12, 1.10], [-3.07, 1.40, -0.86]], "lowdin_charge": [-0.081, -0.154, -0.354, -0.060, 0.049, -0.221, 0.096, 0.061, 0.043, 0.071, 0.105, 0.086, 0.097, 0.142, 0.121, -0.056, -0.284, -0.042, -0.109, -0.135, -0.084, -0.063, 0.105, 0.062, 0.062, 0.107, 0.108, 0.114, 0.098, 0.116]}


What should be chosen as the most stable of them? Choose A.


## A
{"formula": "C6H8N2O", "method": "wB97M-V/def2-TZVPD", "gap_ev": 8.5, "lumo_ev": -0.1, "smiles": "C/N=N/C=C\\CC=C=O", "species": ["C", "N", "N", "C", "C", "C", "C", "C", "O", "H", "H", "H", "H", "H", "H", "H", "H"], "positions_angstrom": [[1.29, 1.95, 0.44], [0.29, 1.04, 0.05], [-0.73, 1.47, -0.58], [-1.64, 0.45, -0.89], [-1.65, -0.81, -0.49], [-0.80, -1.36, 0.63], [0.58, -1.78, 0.22], [1.51, -1.06, -0.34], [2.41, -0.46, -0.82], [0.82, 2.78, 1.05], [1.94, 1.36, 1.10], [1.90, 2.47, -0.34], [-2.34, 0.81, -1.64], [-2.50, -1.45, -0.86], [-0.41, -0.58, 1.33], [-1.40, -2.09, 1.08], [0.75, -2.76, 0.05]], "lowdin_charge": [-0.117, -0.107, 0.060, -0.159, -0.070, -0.189, -0.100, -0.205, 0.115, 0.098, 0.079, 0.100, 0.092, 0.125, 0.119, 0.087, 0.068]}


## B
{"formula": "C6H8N2O", "method": "wB97M-V/def2-TZVPD", "gap_ev": 6.6, "lumo_ev": -1.4, "species": ["C", "C", "C", "C", "C", "C", "H", "H", "H", "H", "H", "H", "H", "H", "N", "N", "O"], "positions_angstrom": [[-1.25, -0.70, 0.37], [-0.64, 0.21, -0.79], [-0.23, -1.14, -0.71], [1.08, -1.05, -0.06], [0.30, 1.05, -0.25], [0.42, 2.43, -0.17], [-3.53, -1.11, 1.40], [-1.03, -0.77, 1.50], [-1.48, 0.63, -1.47], [-0.16, -1.86, -1.48], [2.84, -1.60, 0.16], [1.95, 0.58, 1.40], [1.48, 2.55, 0.64], [-0.26, 3.16, -0.77], [2.01, -1.98, -0.21], [1.22, 0.29, 0.41], [-2.73, -0.68, 0.03]], "lowdin_charge": [-0.167, -0.182, -0.149, -0.374, -0.470, 0.030, 0.331, 0.169, 0.200, 0.145, 0.005, 0.284, 0.134, 0.074, 0.135, 0.049, -0.214]}


What should be chosen as the most stable of them? Choose A.


## A
{"formula": "C6H8N2O", "method": "wB97M-V/def2-TZVPD", "gap_ev": 7.3, "lumo_ev": -0.2, "species": ["C", "C", "C", "C", "C", "C", "H", "H", "H", "H", "H", "H", "H", "H", "N", "N", "O"], "positions_angstrom": [[-0.93, -0.61, 0.13], [2.32, -0.31, 0.01], [-0.10, -0.56, -0.98], [-0.49, 0.96, -0.75], [-0.34, 0.91, 0.82], [0.25, -0.44, 0.96], [-2.69, 0.15, -0.64], [2.83, -0.55, -1.00], [2.87, -1.11, 0.60], [-0.13, -0.89, -2.04], [-1.46, 1.36, -1.00], [2.66, 0.66, 0.23], [-1.10, 1.24, 1.54], [0.12, -0.77, 2.11], [1.05, -0.86, -0.15], [0.44, 1.76, -0.11], [-2.23, -0.76, 0.12]], "lowdin_charge": [-0.448, -0.119, -0.112, -0.243, -0.213, -0.171, 0.299, 0.112, 0.107, 0.175, 0.113, 0.062, 0.161, 0.212, -0.054, 0.084, 0.034]}


## B
{"formula": "C6H8N2O", "method": "wB97M-V/def2-TZVPD", "gap_ev": [9.2, 9.2], "lumo_ev": [0.5, 0.5], "smiles": "CCc1cccn[n+]1[O-]", "species": ["C", "C", "C", "C", "C", "C", "N", "N", "O", "H", "H", "H", "H", "H", "H", "H", "H"], "positions_angstrom": [[2.36, 0.60, 0.21], [1.01, 1.20, -0.18], [-0.11, 0.24, -0.13], [-0.09, -1.12, -0.16], [-1.29, -1.85, -0.06], [-2.46, -1.14, 0.11], [-2.52, 0.18, 0.13], [-1.45, 0.89, 0.00], [-1.50, 2.12, -0.01], [2.27, 0.06, 1.15], [3.09, 1.40, 0.34], [2.72, -0.07, -0.56], [1.07, 1.64, -1.18], [0.75, 2.03, 0.50], [0.85, -1.64, -0.25], [-1.28, -2.92, -0.11], [-3.42, -1.62, 0.22]], "lowdin_charge": [-0.101, -0.202, -0.123, -0.023, -0.065, -0.130, 0.112, -0.243, -0.015, 0.079, 0.074, 0.072, 0.129, 0.115, 0.115, 0.099, 0.108]}


## C
{"formula": "C6H8N2O", "method": "wB97M-V/def2-TZVPD", "gap_ev": 9.0, "lumo_ev": 0.4, "smiles": "N[C@@H]1C=CC=N1.C=C=O", "species": ["N", "C", "C", "C", "C", "N", "H", "H", "H", "H", "H", "H", "C", "C", "O", "H", "H"], "positions_angstrom": [[-1.39, 1.93, 0.28], [-0.77, 0.76, -0.28], [-1.66, -0.19, -1.10], [-1.49, -1.42, -0.62], [-0.51, -1.30, 0.44], [-0.07, -0.12, 0.69], [-2.05, 1.63, 0.94], [-0.64, 2.46, 0.74], [0.12, 1.03, -0.93], [-2.31, 0.24, -1.89], [-2.04, -2.35, -0.82], [-0.59, -2.20, 0.99], [2.65, -0.23, 0.82], [2.72, 0.18, -0.38], [2.78, 0.53, -1.48], [2.95, -1.33, 1.08], [2.29, 0.38, 1.53]], "lowdin_charge": [0.073, -0.427, -0.021, -0.078, -0.181, 0.070, 0.049, 0.089, 0.154, 0.114, 0.109, 0.098, -0.021, -0.325, 0.163, 0.123, 0.010]}


What should be chosen as the most stable of them? Choose B.